(1)
ORCA calculation (the ωB97M-V functional and the def2-TZVPD basis) on C3H3N5 in the gas phase in a non-equilibrium geometry.

Calculated values
* Kohn-Sham gap: 9.1 eV
* SMILES: [H]/N=c1\nccnnn1
* multiplicity: 1
* molar mass: 109.1 Da

Geometry (Å):
H1 2.42109 0.82179 0.83823
N1 2.15264 -0.14071 0.74236
C1 1.15253 -0.06320 -0.06126
N2 0.59255 1.06857 -0.59949
C2 -0.62790 1.35716 -0.38061
C3 -1.38549 0.62704 0.58534
N3 -1.47302 -0.66235 0.54338
N4 -0.81910 -1.34329 -0.37161
N5 0.40569 -1.15760 -0.61385
H2 -1.12763 2.25032 -0.80254
H3 -2.13959 1.04958 1.19791

Atomic forces in eV per Å
0.7 0.7 0.4
-1.9 -0.5 -1.7
-0.2 -0.9 2.2
0.0 1.5 -1.5
0.5 1.3 0.6
-1.1 -1.7 -0.7
-0.2 0.8 1.5
2.4 -0.6 -1.0
-0.5 -1.1 -0.3
0.7 -0.4 -0.1
-0.3 0.9 0.7

Results of the Löwdin charge analysis, in e, for atoms 1 through 6: number 1, H, carries 0.041; number 2, N, carries 0.169; number 3, C, carries -0.514; number 4, N, carries 0.139; number 5, C, carries -0.113; number 6, C, carries -0.101



(2)
ORCA calculation (the ωB97M-V functional and the def2-TZVPD basis) on a molecular structure, C23H37FN3NiO4P2.

Calculated values
* Kohn-Sham gap: 6.2 eV
* total charge: +1
* multiplicity: 1
* molar mass: 559.2 Da

Geometry (Å):
Ni1 2.92783 -1.07524 1.54872
C1 3.50129 -2.99688 4.11962
P1 2.83351 -1.37507 3.63338
C2 1.48665 -0.97550 4.78394
C3 4.16222 -0.32951 4.42532
C4 5.44522 -0.48142 3.60851
P2 4.92665 -0.38271 1.86797
C5 6.30341 -0.94948 0.85032
C6 4.88701 1.41017 1.55332
H1 3.65414 -3.02059 5.20141
H2 4.46309 -3.17659 3.64079
H3 2.81384 -3.78060 3.82039
H4 1.90622 -0.83909 5.78143
H5 0.75278 -1.77616 4.80954
H6 0.98037 -0.05390 4.49595
H7 4.29723 -0.61931 5.47072
H8 3.83701 0.71562 4.42057
H9 5.92322 -1.44512 3.79250
H10 6.19162 0.28831 3.81564
H11 7.18717 -0.34744 1.07272
H12 6.02559 -0.83704 -0.19638
H13 6.52735 -1.99709 1.05057
H14 5.78701 1.89817 1.93403
H15 4.00931 1.85559 2.02033
H16 4.82404 1.57173 0.47625
C7 -0.61590 0.22100 -5.29714
C8 -0.30414 1.38482 -4.37460
N1 0.00098 0.95158 -3.00640
C9 1.28727 0.68569 -2.67592
C10 1.72624 0.26737 -1.46222
C11 3.20413 -0.05149 -1.34548
O1 3.95729 0.48606 -2.15546
O2 3.53083 -0.87684 -0.43772
C12 0.78980 0.16552 -0.38674
O3 1.08277 -0.04054 0.79398
C13 -0.63020 0.36517 -0.76757
C14 -1.62098 0.16064 0.19328
C15 -2.93219 0.32227 -0.13970
F1 -3.89135 0.17893 0.80518
C16 -3.32852 0.65883 -1.44012
C17 -2.35449 0.86432 -2.39289
C18 -0.99330 0.74463 -2.06596
N2 -4.69813 0.79278 -1.82649
C19 -5.15459 2.16061 -2.00318
C20 -6.38031 2.18516 -2.88892
N3 -7.44203 1.31098 -2.25631
C21 -6.93130 -0.09983 -2.04046
C22 -5.69720 -0.02638 -1.16832
H17 -0.85646 0.58117 -6.29791
H18 -1.45905 -0.36609 -4.92954
H19 0.24095 -0.44801 -5.37799
H20 -1.12466 2.10029 -4.32709
H21 0.56061 1.94603 -4.72411
H22 2.02456 0.83320 -3.45674
H23 -1.33148 -0.10505 1.20049
H24 -2.66686 1.06950 -3.40674
H25 -4.38131 2.75833 -2.48210
H26 -5.38126 2.64215 -1.03644
H27 -6.17487 1.74019 -3.86080
H28 -6.80782 3.17803 -3.01024
H29 -8.29188 1.30878 -2.81866
H30 -7.69419 1.70603 -1.34750
H31 -6.70868 -0.49251 -3.03050
H32 -7.74197 -0.66311 -1.58313
H33 -5.32158 -1.03926 -1.03117
H34 -5.97097 0.35014 -0.17219
C23 0.13358 -2.22897 2.41057
O4 1.51520 -2.38781 2.44061
H35 -0.18656 -1.18937 2.55882
H36 -0.35871 -2.83853 3.18220
H37 -0.27503 -2.54724 1.44176

Atomic forces in eV per Å
0.5 0.0 0.3
0.0 -0.1 0.2
-0.2 -0.5 -0.2
-0.1 0.1 0.1
0.2 0.1 0.1
0.0 0.0 0.2
-0.4 0.5 -0.5
0.1 -0.1 0.0
0.1 0.1 -0.1
0.0 0.0 0.0
0.0 0.0 0.0
0.0 0.0 0.0
0.0 0.0 0.0
0.0 0.0 0.0
0.0 0.0 0.0
0.1 0.0 0.0
0.0 0.0 0.0
-0.1 0.0 0.0
0.0 0.0 0.0
0.0 0.0 0.0
0.0 0.0 0.0
0.0 0.0 0.0
0.0 0.0 0.0
0.0 0.0 0.0
0.0 0.0 0.0
0.0 -0.1 -0.1
0.0 0.0 0.2
-0.2 0.1 0.0
0.2 0.0 0.0
-0.1 0.0 -0.3
0.0 0.2 0.1
0.0 -0.1 0.0
-0.2 -0.3 0.4
-0.1 0.0 0.2
-0.2 0.1 0.1
0.2 0.0 0.0
0.1 0.0 0.0
-0.1 0.1 -0.2
0.0 0.0 0.1
-0.1 -0.1 0.1
0.2 0.0 0.0
0.0 0.0 -0.2
0.0 0.1 -0.1
0.0 0.0 0.1
-0.3 -0.2 0.0
0.2 0.0 0.0
-0.2 0.3 -0.1
0.1 -0.1 0.0
0.0 0.0 0.0
0.0 0.0 0.0
0.0 0.0 0.0
0.0 0.0 0.0
0.0 -0.1 0.0
0.0 0.0 0.0
0.0 0.0 0.0
0.0 0.0 0.0
0.0 0.0 0.0
0.0 0.0 0.0
0.0 0.1 0.0
0.1 0.0 0.0
0.0 0.0 -0.1
0.0 0.0 0.0
0.0 -0.1 0.0
0.1 -0.1 0.0
0.0 0.0 0.0
0.0 0.0 0.0
-0.2 0.0 -0.1
0.2 0.0 -0.3
0.0 0.0 0.1
0.1 0.0 0.0
0.0 0.0 0.0

Results of the Löwdin charge analysis, in e, for atoms 1 through 6: number 1, Ni, carries 0.175; number 2, C, carries -0.185; number 3, P, carries 0.774; number 4, C, carries -0.192; number 5, C, carries -0.389; number 6, C, carries -0.380



(3)
ORCA calculation (the ωB97M-V functional and the def2-TZVPD basis) on a molecular structure, CCl3F2N in a non-equilibrium geometry.

Calculated values
* Kohn-Sham gap: 10.4 eV
* multiplicity: 1
* molar mass: 170.4 Da

Geometry (Å):
C1 0.73295 -0.22578 0.24291
N1 -0.87015 -0.05909 -0.66633
F1 0.27116 -0.70535 1.37419
F2 -0.96434 1.29697 -0.62172
Cl1 1.37232 1.40659 0.23865
Cl2 1.85334 -1.30543 -0.56047
Cl3 -2.14758 -0.49579 0.27034

Atomic forces in eV per Å
-2.3 0.4 -1.7
3.5 -0.5 -0.4
1.1 0.1 0.7
-0.5 1.8 -0.9
0.3 -0.7 0.8
-0.8 0.1 0.2
-1.3 -1.3 1.3

Results of the Löwdin charge analysis, in e, for atoms 1 through 6: number 1, C, carries -1.229; number 2, N, carries -0.517; number 3, F, carries -0.064; number 4, F, carries -0.274; number 5, Cl, carries 0.705; number 6, Cl, carries 0.662



The calculation returns the following energy above the lowest of the compared OMol25 structures with the same formula, charge and spin values, one per record and in order: 286.58 28.32 113.35 kJ/mol.
The calculation returns the following total energy values, one per record and in order: -10605.89701 -99444.65363 -45524.73988 eV.